(1)
Below is 9 unconnected molecules or ions with the total composition C47H108F12N9O12S4 in a non-equilibrium geometry, with properties calculated with ωB97M-V/def2-TZVPD.

Its total energy is -164370.0957 eV. The calculation puts the energy relative to the best compared isomer or geometry (same formula, charge and spin) at 0.420 eV. The charge is +5.

Cartesian coordinates (Å):
C: 10.0880 13.3832 4.0660
C: 8.9288 12.5977 3.3298
C: 8.3584 11.3041 4.0426
O: 7.2243 10.7194 3.3204
C: 6.6525 9.6444 4.0454
N: 7.7395 13.5742 3.2078
H: 7.7617 14.3374 3.8689
H: 7.7688 13.9938 2.2895
H: 6.9072 13.0020 3.2039
H: 10.9740 12.7897 4.2912
H: 9.7960 13.6795 5.0735
H: 10.3375 14.2453 3.4474
H: 9.1781 12.3334 2.3021
H: 8.1115 11.4314 5.0966
H: 9.1429 10.5476 4.0607
H: 7.3330 8.8068 4.1988
H: 5.8358 9.3036 3.4090
H: 6.3611 10.1805 4.9486
C: 10.1306 -2.6485 -0.3198
C: 11.0741 -1.8541 0.5943
C: 10.7325 -1.9711 2.0762
O: 10.7280 -3.3595 2.4118
C: 10.3213 -3.6270 3.7729
N: 12.4990 -2.4365 0.4933
H: 12.6598 -2.7150 -0.4641
H: 13.2783 -1.9241 0.8809
H: 12.5971 -3.3265 0.9604
H: 10.0814 -3.7003 -0.0379
H: 10.2549 -2.4775 -1.3891
H: 9.1319 -2.2686 -0.1047
H: 11.2445 -0.8287 0.2663
H: 9.7511 -1.5155 2.2085
H: 11.3623 -1.3084 2.6697
H: 9.3102 -3.2367 3.8890
H: 10.9981 -3.2028 4.5146
H: 10.3331 -4.6760 4.0686
C: -4.3238 -2.3749 6.8107
C: -3.4477 -3.6800 6.9735
C: -3.5058 -4.7988 5.8369
O: -2.5743 -5.8532 6.1430
C: -2.7432 -6.5545 7.3614
N: -1.9278 -3.2870 6.9817
H: -1.6899 -3.0090 6.0404
H: -1.7593 -2.4905 7.5794
H: -1.3672 -4.0665 7.2952
H: -5.4023 -2.5310 6.8344
H: -4.0890 -1.9394 5.8394
H: -4.1361 -1.5330 7.4770
H: -3.5139 -4.0855 7.9831
H: -3.1664 -4.3009 4.9286
H: -4.5354 -5.1537 5.7900
H: -2.2349 -7.5184 7.3870
H: -3.8077 -6.7787 7.4303
H: -2.3763 -5.9647 8.2014
C: -7.0384 -8.1532 -2.5986
C: -8.4357 -8.8522 -2.6439
C: -9.5324 -7.9526 -2.0369
O: -9.6351 -6.7254 -2.7253
C: -10.7279 -5.9257 -2.2651
N: -8.7246 -9.0829 -4.1794
H: -7.9126 -9.5054 -4.6064
H: -9.4932 -9.7153 -4.3507
H: -8.8548 -8.1767 -4.6059
H: -6.2037 -8.4862 -3.2155
H: -6.6081 -8.2929 -1.6070
H: -7.1246 -7.0707 -2.6928
H: -8.3720 -9.8682 -2.2544
H: -9.4157 -7.8407 -0.9589
H: -10.5118 -8.4301 -2.0676
H: -10.8734 -5.1189 -2.9834
H: -10.6031 -5.6730 -1.2122
H: -11.6609 -6.4803 -2.1651
C: -13.1951 10.1051 2.9962
C: -12.2592 8.8892 3.4127
C: -12.8211 7.5936 2.8223
N: -11.9705 6.3222 2.8564
C: -10.6522 6.4563 2.0782
C: -9.9161 5.0570 1.9590
C: -10.8041 4.0271 1.1739
C: -12.1576 3.8507 1.9306
C: -12.8255 5.2279 2.1857
C: -11.6492 5.8421 4.2964
H: -14.2709 9.9330 3.0297
H: -13.0050 10.3211 1.9448
H: -12.9093 10.9847 3.5730
H: -12.2064 8.8242 4.4994
H: -11.2404 9.0492 3.0599
H: -13.1378 7.6628 1.7817
H: -13.7009 7.3296 3.4092
H: -11.0065 6.8736 1.1356
H: -10.1048 7.2161 2.6360
H: -9.0265 5.1290 1.3334
H: -9.5809 4.7004 2.9330
H: -10.9996 4.3943 0.1664
H: -10.3427 3.0578 0.9846
H: -12.7881 3.2785 1.2501
H: -11.9687 3.1684 2.7594
H: -13.0560 5.6687 1.2158
H: -13.6933 5.1806 2.8436
H: -12.6063 5.8291 4.8177
H: -11.0960 6.6900 4.7003
H: -11.2520 4.8273 4.2708
C: -3.7742 4.8155 -16.9252
C: -4.2198 3.7325 -15.9000
C: -3.0228 3.5780 -14.9910
N: -2.9743 2.2684 -14.1574
C: -1.9320 2.5161 -13.0821
C: -1.8106 1.3502 -12.0359
C: -3.1455 0.9863 -11.3615
C: -4.1773 0.8163 -12.4758
C: -4.3108 1.9494 -13.5210
C: -2.6206 1.0890 -15.0361
H: -4.5943 5.0091 -17.6166
H: -2.8370 4.5387 -17.4081
H: -3.5012 5.7484 -16.4319
H: -4.4788 2.8680 -16.5114
H: -5.1231 4.0648 -15.3885
H: -2.9360 4.4201 -14.3045
H: -2.0688 3.5148 -15.5146
H: -2.1017 3.4777 -12.5978
H: -1.0013 2.6206 -13.6397
H: -1.0687 1.6645 -11.3018
H: -1.4194 0.4371 -12.4847
H: -3.3863 1.8242 -10.7072
H: -3.0238 0.1973 -10.6194
H: -5.1742 0.6723 -12.0591
H: -4.1617 -0.1296 -13.0171
H: -4.5896 2.8977 -13.0617
H: -5.0192 1.8471 -14.3431
H: -2.3445 0.1573 -14.5423
H: -1.8680 1.4173 -15.7528
H: -3.4977 0.7666 -15.5973
C: 3.8816 -8.1251 -3.1883
C: 3.5633 -8.9586 -1.9414
C: 4.5993 -8.8673 -0.8113
N: 4.2202 -9.6114 0.4734
C: 3.9636 -11.1503 0.4214
C: 5.1642 -11.9744 -0.0100
C: 6.4273 -11.5884 0.7491
C: 6.6837 -10.1041 0.9703
C: 5.4320 -9.3728 1.4590
C: 2.9448 -8.9115 1.0449
H: 3.8765 -7.0431 -3.0560
H: 3.1321 -8.1467 -3.9794
H: 4.8261 -8.4978 -3.5848
H: 3.4923 -10.0171 -2.1915
H: 2.5414 -8.6457 -1.7270
H: 4.8751 -7.8569 -0.5094
H: 5.5657 -9.2981 -1.0734
H: 3.0462 -11.2549 -0.1578
H: 3.7212 -11.4394 1.4440
H: 5.4310 -11.7854 -1.0498
H: 5.0606 -13.0578 0.0505
H: 7.2479 -12.0831 0.2294
H: 6.3125 -12.1339 1.6858
H: 7.1817 -9.6076 0.1375
H: 7.3763 -10.0209 1.8078
H: 5.6510 -8.3050 1.4585
H: 5.0636 -9.7016 2.4307
H: 2.7490 -9.3940 2.0025
H: 2.0770 -9.0251 0.3952
H: 3.1806 -7.8553 1.1744
C: 11.0009 3.3942 9.7132
F: 12.0566 2.7433 9.2877
F: 10.7267 4.3168 8.8042
F: 9.9291 2.5508 9.8193
S: 11.3480 4.2375 11.4242
O: 10.0097 4.7192 11.8956
O: 11.9759 3.2435 12.3246
N: 12.5543 5.3304 11.0649
S: 11.8988 6.7145 11.0554
O: 10.9761 6.9489 9.9356
O: 11.4543 7.1532 12.4039
C: 13.5282 7.7788 10.6638
F: 13.2829 9.0789 10.9969
F: 14.4656 7.3549 11.4002
F: 13.6849 7.6604 9.3630
C: -1.8574 -0.3499 0.0832
F: -2.3350 -0.6708 -1.1147
F: -1.5196 0.9195 0.0807
F: -2.7829 -0.6038 1.0324
S: -0.1225 -1.3426 0.3292
O: -0.4844 -2.7409 0.2703
O: 0.7581 -0.9412 -0.8289
N: 0.3605 -0.8928 1.9466
S: 1.7165 -0.2785 1.7074
O: 2.7240 -1.2363 1.3645
O: 1.6127 0.8966 0.9032
C: 2.2716 0.3072 3.5155
F: 2.4419 -0.7252 4.3590
F: 3.4488 0.9977 3.4214
F: 1.3559 1.1358 4.0356

Here are the Mulliken charges for atoms 1 to 2, given in e: atom 1 (C): -1.404, atom 2 (C): 0.245



(2)
Below is 9 unconnected molecules or ions with the total composition C47H109BrN2O10PS2 in a non-equilibrium geometry, with properties calculated with ωB97M-V/def2-TZVPD.

Its total energy is -174958.1620 eV. The charge is -1.

Cartesian coordinates (Å):
C: -3.5027 0.8456 -2.3383
C: -3.3516 1.0448 -0.8076
C: -3.3770 -0.3184 -0.0081
P: -1.5766 -1.0031 0.2587
Br: -1.1200 0.7045 1.8716
C: -2.2106 -2.2285 1.5646
C: -1.2462 -2.9359 2.5273
C: -0.7933 -2.1226 3.7601
S: -2.2235 -1.4773 4.7028
C: -1.6965 -0.9307 6.2948
S: -2.6706 -1.2664 7.5730
N: -0.5253 -0.1842 6.5607
C: -0.4008 0.7429 7.5806
C: 0.8306 1.2727 7.5458
N: 1.5405 0.6650 6.4991
C: 0.7207 -0.1739 5.9695
C: 0.2341 -1.6758 0.2532
O: 1.1135 -1.1615 1.2560
C: 2.3573 -1.8200 1.2361
C: 3.2666 -1.4042 0.0558
O: 3.3507 -0.0065 -0.1043
C: 2.5304 0.5183 -1.1360
C: 3.2380 1.6265 -1.9645
H: -2.4999 0.7834 -2.7810
H: -4.1723 0.0264 -2.6233
H: -3.9463 1.7744 -2.7473
H: -4.2075 1.6342 -0.4329
H: -2.4505 1.6398 -0.6044
H: -3.8815 -1.0855 -0.6167
H: -3.8910 -0.0949 0.9362
H: -1.1483 -0.0359 -0.7336
H: -1.8307 -1.9673 -0.8160
H: -2.9759 -1.7188 2.1789
H: -2.7859 -3.0032 1.0242
H: -0.3780 -3.4583 2.1092
H: -1.8338 -3.7617 2.9885
H: -0.2596 -2.8306 4.4204
H: -0.0920 -1.3164 3.5359
H: -1.1927 0.9784 8.2802
H: 1.2697 2.0315 8.1803
H: 1.0445 -0.7753 5.1319
H: 0.2778 -2.7828 0.1820
H: 0.6575 -1.3321 -0.7132
H: 2.8892 -1.4987 2.1502
H: 2.2593 -2.9210 1.3258
H: 4.2814 -1.7579 0.3130
H: 2.9624 -1.9562 -0.8495
H: 2.1292 -0.2339 -1.8304
H: 1.6470 0.9684 -0.6469
H: 2.7152 2.5734 -1.7668
H: 3.0612 1.4083 -3.0284
H: 4.3062 1.7259 -1.7406
C: -9.0667 0.6254 3.0929
C: -7.5902 0.4042 3.3767
O: -6.7430 0.7770 2.3079
C: -6.7920 2.1308 1.9088
C: -6.4183 3.1136 3.0051
H: -9.3706 0.0801 2.1979
H: -9.6701 0.2795 3.9345
H: -9.2984 1.6795 2.9290
H: -7.4173 -0.6604 3.5421
H: -7.2830 0.9136 4.2976
H: -7.7794 2.3650 1.4911
H: -6.0810 2.2293 1.0876
H: -7.1084 3.0655 3.8501
H: -6.4340 4.1344 2.6197
H: -5.4190 2.8959 3.3855
C: -0.5339 -3.3484 -4.2768
C: 0.8003 -3.6828 -3.6331
O: 0.6966 -4.0481 -2.2710
C: -0.0926 -5.1845 -1.9801
C: 0.3972 -6.4617 -2.6428
H: -1.0295 -2.5436 -3.7311
H: -0.3855 -3.0324 -5.3114
H: -1.2098 -4.2053 -4.2851
H: 1.4396 -2.7986 -3.6590
H: 1.3271 -4.4625 -4.1970
H: -1.1412 -4.9900 -2.2314
H: -0.0542 -5.3091 -0.8965
H: 0.3688 -6.3942 -3.7316
H: -0.2267 -7.3068 -2.3461
H: 1.4299 -6.6694 -2.3550
C: -0.6457 -10.1749 -0.2375
C: -1.3383 -10.3440 -1.5783
O: -0.4459 -10.4117 -2.6776
C: 0.4885 -11.4743 -2.6640
C: -0.1488 -12.8535 -2.6461
H: -0.0224 -9.2794 -0.2390
H: -1.3844 -10.0858 0.5604
H: -0.0017 -11.0234 0.0000
H: -1.9748 -9.4773 -1.7618
H: -1.9995 -11.2179 -1.5729
H: 1.1857 -11.3546 -1.8269
H: 1.0795 -11.3681 -3.5747
H: -0.7451 -13.0162 -1.7470
H: 0.6207 -13.6263 -2.6796
H: -0.8105 -12.9784 -3.5050
C: 6.7150 2.5920 3.2270
C: 5.9396 1.5475 2.4397
O: 5.2800 0.5954 3.2522
C: 4.3083 1.1103 4.1556
C: 3.1685 1.8491 3.4724
H: 7.4525 2.1154 3.8765
H: 7.2347 3.2697 2.5453
H: 6.0607 3.1943 3.8596
H: 6.6358 0.9812 1.8170
H: 5.2274 2.0167 1.7561
H: 4.7920 1.7420 4.9103
H: 3.9022 0.2505 4.6902
H: 3.5202 2.7293 2.9286
H: 2.4383 2.1818 4.2111
H: 2.6688 1.2018 2.7527
C: 5.5282 6.2450 -5.9335
C: 4.6230 5.3696 -5.0860
O: 4.3929 4.0834 -5.6443
C: 5.5362 3.2723 -5.8399
C: 6.2988 2.9728 -4.5613
H: 5.1151 6.3645 -6.9369
H: 5.6334 7.2307 -5.4779
H: 6.5278 5.8185 -6.0380
H: 3.6453 5.8471 -5.0061
H: 5.0060 5.2760 -4.0641
H: 6.1951 3.7208 -6.5933
H: 5.1741 2.3355 -6.2668
H: 6.6917 3.8806 -4.0989
H: 7.1424 2.3116 -4.7687
H: 5.6449 2.4912 -3.8322
C: 8.8124 5.4291 -0.6870
C: 7.8124 6.3797 -1.3223
O: 6.5883 5.7647 -1.6775
C: 5.8469 5.1778 -0.6176
C: 5.4432 6.1598 0.4676
H: 9.0209 4.5911 -1.3543
H: 9.7480 5.9503 -0.4762
H: 8.4435 5.0166 0.2533
H: 8.2329 6.7704 -2.2506
H: 7.6281 7.2462 -0.6772
H: 6.3983 4.3310 -0.1942
H: 4.9468 4.7625 -1.0729
H: 6.3101 6.5986 0.9652
H: 4.8426 5.6572 1.2266
H: 4.8600 6.9787 0.0426
C: 0.0523 9.0545 -5.2382
C: 1.1490 9.0510 -6.2889
O: 1.7970 7.8004 -6.4334
C: 0.9753 6.7093 -6.8206
C: 0.2874 6.9092 -8.1600
H: 0.4503 8.7517 -4.2686
H: -0.3774 10.0534 -5.1440
H: -0.7571 8.3679 -5.4899
H: 1.9256 9.7590 -5.9953
H: 0.7674 9.3941 -7.2573
H: 0.2471 6.4874 -6.0333
H: 1.6322 5.8407 -6.8851
H: -0.3925 7.7629 -8.1472
H: -0.2941 6.0243 -8.4217
H: 1.0253 7.0903 -8.9438
C: -9.8260 -5.5682 5.3996
C: -9.3376 -4.3308 4.6665
O: -10.0613 -3.1548 4.9860
C: -10.0386 -2.7546 6.3454
C: -8.6441 -2.4670 6.8734
H: -10.8842 -5.7413 5.1958
H: -9.2597 -6.4443 5.0796
H: -9.7102 -5.4752 6.4806
H: -9.4652 -4.4790 3.5935
H: -8.2667 -4.1729 4.8315
H: -10.5493 -3.4994 6.9670
H: -10.6334 -1.8419 6.4068
H: -8.0060 -3.3512 6.8453
H: -8.6928 -2.1249 7.9082
H: -8.1604 -1.6962 6.2708

Here are the Mulliken charges for atoms 1 to 2, given in e: atom 1 (C): -1.242, atom 2 (C): 0.234